A molecular structure, C16H11N3O4Sc at a distorted geometry. Source: the OMol25 dataset; level of theory: ωB97M-V/def2-TZVPD.

Results
Frontier orbital gap (alpha / beta), eV: 8.3 / 4.0
Total charge: +3
Lowest unoccupied orbital energy (alpha / beta), hartree: -0.4158 / -0.5069
HOMO energy (alpha / beta), eV: -19.57 / -17.81

Atoms and positions in Å:
Sc 2.107 1.872 -0.197
O 0.669 1.114 -3.285
C 1.232 1.414 -2.319
C 3.771 2.604 1.390
O 4.548 2.863 2.213
C 0.663 3.485 -0.540
O -0.256 4.189 -0.657
C 3.723 0.529 -0.785
O 4.549 -0.270 -0.937
C 3.760 3.964 -1.907
H 4.315 3.350 -2.647
H 2.864 4.514 -2.275
C 4.219 4.151 -0.645
H 3.653 4.811 0.057
H 5.290 3.962 -0.379
N -5.449 -6.306 0.043
C -4.652 -5.447 0.116
C -3.774 -4.322 0.257
C -2.598 -4.154 -0.485
C -1.832 -2.980 -0.343
C -2.160 -2.028 0.625
C -3.349 -2.190 1.363
C -4.132 -3.337 1.171
N -1.276 -0.938 0.827
C -1.437 0.055 1.803
C -0.465 0.986 1.559
N 0.324 0.575 0.495
C -0.173 -0.599 0.061
H -2.301 -4.921 -1.200
H -0.967 -2.800 -0.993
H -3.684 -1.417 2.047
H -5.046 -3.488 1.724
H -2.211 0.045 2.536
H -0.183 1.910 2.031
H 0.259 -1.197 -0.725

***

A molecular structure, C16H12AsClNO7RuS4. Source: the OMol25 dataset; level of theory: ωB97M-V/def2-TZVPD.

Results
Spin multiplicity: 2
Frontier orbital gap (alpha / beta), eV: 5.0 / 5.0
Total charge: -2
Lowest unoccupied orbital energy (alpha / beta), hartree: 0.1382 / 0.1382
HOMO energy (alpha / beta), eV: -1.24 / -1.22

Atoms and positions in Å:
Ru 1.692 1.912 -0.464
O 0.246 1.715 -4.964
C 1.112 1.534 -3.929
O 2.112 2.158 -3.787
C 0.652 0.398 -3.022
C -0.321 -0.501 -3.409
C -0.554 -1.606 -2.581
C 0.208 -1.768 -1.444
C 1.129 -0.784 -1.095
N 1.306 0.297 -1.862
C 1.967 -0.876 0.189
O 1.937 -1.954 0.790
O 2.607 0.176 0.462
H 0.578 2.499 -5.426
H -0.862 -0.358 -4.331
H -1.316 -2.328 -2.845
H 0.103 -2.612 -0.775
S 1.898 6.331 0.861
As 2.259 5.108 -0.825
S 0.532 3.763 -1.279
S 3.457 3.266 -0.243
S 3.045 5.987 -2.587
C 0.318 -2.384 3.508
C -0.869 -2.232 2.606
C -1.477 -3.329 2.019
C -2.520 -3.160 1.123
Cl -3.267 -4.575 0.394
C -2.960 -1.902 0.775
C -2.361 -0.790 1.353
C -1.346 -0.952 2.288
O -0.737 0.062 2.960
C -0.930 1.407 2.512
C -0.058 1.641 1.298
O -0.406 1.176 0.188
O 1.055 2.213 1.448
H 0.488 -3.436 3.738
H 0.186 -1.831 4.438
H 1.203 -1.988 3.004
H -1.115 -4.324 2.244
H -3.745 -1.779 0.042
H -2.649 0.193 1.014
H -0.615 2.049 3.330
H -1.982 1.583 2.285

***

A molecular structure, C16H12AsClNO7RuS4. Source: the OMol25 dataset; level of theory: ωB97M-V/def2-TZVPD.

Results
Spin multiplicity: 6
Frontier orbital gap (alpha / beta), eV: 4.6 / 5.5
Total charge: -2
Lowest unoccupied orbital energy (alpha / beta), hartree: 0.1466 / 0.1145
HOMO energy (alpha / beta), eV: -0.61 / -2.42

Atoms and positions in Å:
Ru 0.418 -1.226 1.968
O 2.650 2.613 1.443
C 2.148 1.342 1.587
O 0.990 1.204 2.003
C 3.017 0.280 1.254
C 4.351 0.420 0.803
C 5.099 -0.694 0.553
C 4.540 -1.987 0.764
C 3.241 -2.069 1.201
N 2.482 -0.989 1.420
C 2.561 -3.405 1.495
O 3.185 -4.441 1.273
O 1.380 -3.300 1.962
H 1.915 3.173 1.731
H 4.749 1.417 0.671
H 6.122 -0.593 0.206
H 5.086 -2.904 0.606
S -1.959 -2.095 6.046
As -1.209 -0.652 4.738
S 0.927 -1.086 4.217
S -1.754 -1.251 2.583
S -1.603 1.367 5.057
C -1.715 2.202 -4.092
C -2.594 1.760 -2.957
C -3.723 2.473 -2.592
C -4.506 2.052 -1.528
Cl -5.927 2.980 -1.097
C -4.171 0.926 -0.808
C -3.044 0.196 -1.165
C -2.260 0.606 -2.236
O -1.152 -0.044 -2.676
C -0.839 -1.288 -2.073
C -0.343 -1.192 -0.639
O -0.232 -2.279 -0.019
O -0.091 -0.088 -0.125
H -2.098 3.121 -4.538
H -1.657 1.433 -4.864
H -0.696 2.375 -3.744
H -3.993 3.369 -3.138
H -4.765 0.619 0.042
H -2.777 -0.661 -0.563
H -0.049 -1.728 -2.679
H -1.703 -1.956 -2.094

***

A molecular structure, C16H12AuNO7. Source: the OMol25 dataset; level of theory: ωB97M-V/def2-TZVPD.

Results
Frontier orbital gap, eV: 7.5
Lowest unoccupied orbital energy, hartree: -0.0376
HOMO energy, eV: -8.51

Atoms and positions in Å:
Au 0.081 0.029 -0.060
O 0.371 -3.716 -1.387
C 0.476 -2.635 -0.872
O -0.084 -1.522 -1.319
C 1.308 -2.440 0.369
C 2.022 -3.387 1.071
C 2.663 -2.992 2.243
C 2.571 -1.679 2.697
C 1.840 -0.781 1.949
N 1.274 -1.195 0.824
C 1.534 0.660 2.264
O 1.942 1.177 3.271
O 0.813 1.268 1.336
H 2.044 -4.399 0.692
H 3.217 -3.720 2.821
H 3.029 -1.331 3.612
C -5.791 4.352 -2.622
O -4.452 3.884 -2.581
C -4.147 2.927 -1.678
C -5.074 2.375 -0.786
C -4.631 1.409 0.079
C -3.303 0.933 0.132
C -2.978 -0.104 1.112
C -4.010 -0.677 2.061
O -1.852 -0.586 1.240
C -2.380 1.517 -0.793
O -1.079 1.274 -0.977
C -2.838 2.498 -1.669
H -5.820 5.105 -3.403
H -6.080 4.804 -1.671
H -6.483 3.544 -2.870
H -6.107 2.686 -0.766
H -5.358 0.995 0.759
H -5.016 -0.285 1.990
H -3.637 -0.518 3.073
H -4.036 -1.754 1.893
H -2.130 2.931 -2.362